{"formula": "C7H9CaO7P", "method": "wB97M-V/def2-TZVPD", "homo_lumo_gap_ev": 9.2, "multiplicity": 1, "fmax_ev_per_a": 5.33, "charge": 2, "species": ["C", "C", "O", "O", "C", "O", "P", "H", "O", "H", "O", "Ca", "H", "O", "H", "H", "H", "C", "C", "H", "C", "H", "H", "O", "C"], "coordinates": [[-3.4189, -0.3098, 0.1807], [-3.0236, 0.7675, -2.8375], [-4.2196, -0.5522, 0.9763], [1.3461, -0.3701, -0.6800], [-0.7324, -1.3867, -3.0134], [-0.1990, 3.5378, -1.9644], [1.7497, 0.8146, 0.4987], [2.5942, -1.4903, 3.1641], [2.2797, -0.0404, 1.7700], [2.4893, -1.6100, -1.8959], [-3.8067, 0.9962, -3.6442], [-1.1207, 0.1538, -0.9736], [1.5105, -1.9811, 1.8121], [-0.0248, 1.0152, 0.7940], [-1.4767, 1.2664, 2.1850], [0.9063, -0.8717, 3.0710], [2.7844, -1.8444, -0.1124], [1.7834, -1.1710, 2.4903], [2.0238, -1.6508, -0.8972], [0.1009, 2.1206, 2.4752], [-0.6908, 1.8675, 1.7628], [1.2389, -2.4259, -0.8881], [-1.0759, 2.8271, 1.3474], [-0.3417, -2.1620, -3.7597], [-0.6764, 2.4999, -1.8613]]}

{"formula": "C2H3O2S2", "method": "wB97M-V/def2-TZVPD", "homo_lumo_gap_ev": [6.6, 6.6], "relative_energy_ev": 3.730, "smiles": "O=S([O-])#S1=CC1", "multiplicity": 1, "fmax_ev_per_a": 2.86, "charge": -1, "species": ["C", "O", "C", "H", "S", "S", "H", "H", "O"], "coordinates": [[-0.8940, 0.1395, 0.8790], [2.1619, -0.2163, -1.9388], [-1.8546, 0.7359, -0.1359], [-0.0433, 0.6943, 1.1962], [-0.7179, -0.4293, -0.9302], [1.7899, -0.4754, -0.5383], [-1.2320, -0.5062, 1.6284], [-1.4589, 1.8254, -0.2454], [2.2488, -1.7680, 0.0850]]}

{"formula": "C3H9NO2S", "method": "wB97M-V/def2-TZVPD", "homo_lumo_gap_ev": 9.1, "relative_energy_ev": 5.120, "smiles": "C=[S@@](N)(=O)CCO", "multiplicity": 1, "fmax_ev_per_a": 3.71, "charge": 0, "species": ["O", "C", "H", "H", "H", "H", "S", "C", "H", "C", "H", "H", "O", "N", "H", "H"], "coordinates": [[1.4015, -1.8861, 1.0915], [-2.1585, -0.2736, 0.3324], [-2.6398, 0.0537, 1.3812], [-2.8427, -0.3731, -0.5521], [0.9648, 0.1561, -1.5827], [0.7460, -1.4107, 1.6091], [-0.7043, 0.5174, 0.2673], [1.7800, -0.9864, 0.0416], [-1.0458, 2.0878, -1.4380], [0.5951, -0.4290, -0.7317], [0.0189, -1.2964, -1.2599], [-0.4728, 2.8098, 0.0578], [0.0259, 0.8107, 1.5124], [-0.4487, 1.9999, -0.5274], [2.3342, -0.1550, 0.4415], [2.4462, -1.6249, -0.6432]]}

{"formula": "C4H13N3", "method": "wB97M-V/def2-TZVPD", "homo_lumo_gap_ev": 10.2, "relative_energy_ev": 0.244, "smiles": "NCC[C@@H](N)CN", "multiplicity": 1, "fmax_ev_per_a": 0.63, "charge": 0, "species": ["N", "N", "H", "H", "H", "H", "N", "H", "H", "H", "H", "C", "C", "H", "H", "H", "C", "C", "H", "H"], "coordinates": [[-2.8419, 0.3272, -0.2037], [-0.4940, -0.7895, -1.3985], [-0.3676, 1.0603, -0.5012], [2.2197, -0.4805, -0.8657], [-0.3848, -1.7626, -1.1126], [-3.7103, 0.1422, 0.2848], [2.4247, 1.4202, -0.0911], [0.3296, -0.5994, -1.9627], [-2.8856, -0.1722, -1.0854], [-1.7063, 0.3561, 1.5290], [-1.7880, -1.2455, 0.8281], [-0.4139, 0.0270, -0.1626], [2.1375, -0.0057, 0.1124], [2.2546, 1.9425, 0.7608], [0.7022, 0.2559, 1.6527], [2.9493, -0.4242, 0.7065], [-1.7258, -0.1738, 0.5767], [0.7815, -0.3095, 0.7235], [1.8010, 1.7989, -0.7933], [0.7181, -1.3675, 1.0023]]}

{"formula": "C4H24O10Sr", "method": "wB97M-V/def2-TZVPD", "homo_lumo_gap_ev": 10.7, "relative_energy_ev": 0.000, "multiplicity": 1, "fmax_ev_per_a": 1.26, "charge": 2, "species": ["O", "H", "O", "H", "H", "O", "O", "O", "H", "H", "O", "C", "C", "H", "H", "H", "H", "H", "H", "H", "H", "O", "H", "H", "H", "H", "H", "H", "H", "O", "Sr", "O", "H", "C", "H", "C", "H", "H", "O"], "coordinates": [[18.3429, 15.4036, -19.7941], [19.7805, 18.4120, -23.5412], [16.1848, 13.8761, -18.2775], [18.6477, 20.2770, -16.9548], [18.9854, 14.7142, -20.0016], [20.3538, 17.6325, -17.1368], [20.7490, 19.6657, -19.2627], [16.3932, 18.2235, -19.5251], [18.4571, 14.5158, -16.8652], [17.6626, 19.5998, -22.9239], [17.7193, 16.4283, -17.1170], [19.4749, 18.5747, -22.5088], [17.5652, 15.0703, -16.5715], [15.6175, 17.8393, -19.0942], [20.7302, 18.4819, -16.8743], [19.8804, 17.3242, -16.3516], [21.4401, 15.9776, -20.0538], [17.5686, 19.2380, -16.6506], [16.6309, 13.0198, -18.3286], [21.6163, 19.5689, -18.8440], [16.0349, 18.7724, -20.2358], [18.2395, 19.4730, -17.3046], [20.4107, 18.7937, -21.9872], [17.5372, 15.1848, -15.4829], [20.7620, 20.5554, -19.6444], [17.8468, 20.7056, -20.7041], [15.4605, 15.0666, -16.7886], [21.9026, 17.3574, -19.5957], [17.5921, 14.9321, -19.3556], [21.1293, 16.8842, -19.9261], [18.9069, 17.8524, -19.2801], [18.8974, 17.4260, -21.8900], [16.9346, 16.8478, -16.7311], [16.2831, 14.3586, -16.9260], [18.1449, 17.1079, -22.4054], [18.5560, 19.7713, -22.3157], [16.1337, 13.4797, -16.2964], [19.0367, 20.7067, -22.6043], [18.2803, 19.8688, -20.9040]]}

{"formula": "C3H4ClFS", "method": "wB97M-V/def2-TZVPD", "homo_lumo_gap_ev": 7.9, "relative_energy_ev": 4.155, "multiplicity": 1, "fmax_ev_per_a": 5.01, "charge": 0, "species": ["F", "C", "C", "H", "H", "H", "S", "Cl", "C", "H"], "coordinates": [[0.3352, 1.8150, 1.4997], [0.3708, 1.0785, 0.3967], [-0.2675, -0.2044, 0.5133], [1.1754, -1.6766, -0.5132], [1.4959, 1.0735, 0.2064], [-1.1229, -2.1420, -0.5283], [-1.2292, -0.3654, 1.8346], [-0.5487, 1.7752, -1.1956], [-0.0833, -1.1870, -0.6150], [-0.1257, -0.1668, -1.5986]]}

Copy entry 1 word for word.
{"formula": "C7H9CaO7P", "method": "wB97M-V/def2-TZVPD", "homo_lumo_gap_ev": 9.2, "multiplicity": 1, "fmax_ev_per_a": 5.33, "charge": 2, "species": ["C", "C", "O", "O", "C", "O", "P", "H", "O", "H", "O", "Ca", "H", "O", "H", "H", "H", "C", "C", "H", "C", "H", "H", "O", "C"], "coordinates": [[-3.4189, -0.3098, 0.1807], [-3.0236, 0.7675, -2.8375], [-4.2196, -0.5522, 0.9763], [1.3461, -0.3701, -0.6800], [-0.7324, -1.3867, -3.0134], [-0.1990, 3.5378, -1.9644], [1.7497, 0.8146, 0.4987], [2.5942, -1.4903, 3.1641], [2.2797, -0.0404, 1.7700], [2.4893, -1.6100, -1.8959], [-3.8067, 0.9962, -3.6442], [-1.1207, 0.1538, -0.9736], [1.5105, -1.9811, 1.8121], [-0.0248, 1.0152, 0.7940], [-1.4767, 1.2664, 2.1850], [0.9063, -0.8717, 3.0710], [2.7844, -1.8444, -0.1124], [1.7834, -1.1710, 2.4903], [2.0238, -1.6508, -0.8972], [0.1009, 2.1206, 2.4752], [-0.6908, 1.8675, 1.7628], [1.2389, -2.4259, -0.8881], [-1.0759, 2.8271, 1.3474], [-0.3417, -2.1620, -3.7597], [-0.6764, 2.4999, -1.8613]]}